[1]
Formula: C21H40CdP2
Source: the OMol25 dataset
Level of theory: ωB97M-V/def2-TZVPD

Structure (ORCA input):
```
! wB97M-V def2-TZVPD RIJCOSX def2/J DEFGRID3
* xyz 0 1
P 0.99 -1.99 -2.03
P 1.16 2.59 -1.20
C 0.40 -0.18 -2.25
C 1.47 0.85 -1.78
H -0.53 -0.02 -1.71
H 0.22 -0.07 -3.34
H 2.07 0.51 -0.91
H 2.23 1.00 -2.56
C -0.05 3.10 -2.47
H -0.64 3.97 -2.12
H -0.75 2.28 -2.71
H 0.41 3.41 -3.42
C 2.70 3.48 -1.57
H 2.65 4.06 -2.50
H 3.49 2.72 -1.62
H 2.85 4.14 -0.70
C 0.11 -3.38 -2.80
H 0.22 -4.31 -2.21
H 0.61 -3.63 -3.75
H -0.96 -3.18 -3.02
C 2.62 -2.25 -2.74
H 3.12 -1.34 -3.09
H 2.55 -2.94 -3.59
H 3.24 -2.73 -1.98
Cd -3.15 0.83 -2.02
C -0.86 1.46 -5.14
C -2.17 1.60 -5.38
C -2.98 0.62 -6.18
C -2.14 -0.65 -6.50
C -1.48 -1.34 -5.36
C -0.14 -1.36 -5.20
C 0.86 -0.38 -5.75
C 0.25 1.00 -6.04
C 0.87 -2.12 -0.26
H -0.35 1.85 -4.27
H -2.74 2.47 -5.00
H -3.31 1.07 -7.13
H -3.91 0.36 -5.64
H -2.86 -1.36 -6.91
H -1.38 -0.41 -7.26
H -2.15 -2.05 -4.85
H 0.36 -2.30 -4.95
H 1.26 -0.79 -6.70
H 1.74 -0.35 -5.07
H 1.10 1.68 -5.84
H -0.02 1.07 -7.09
H 0.70 -1.10 0.12
H 1.77 -2.51 0.20
H 0.06 -2.74 0.13
C -1.99 2.18 3.85
C -1.30 1.35 2.72
C 0.20 1.69 2.43
C -1.14 -0.04 3.39
C -2.02 1.25 1.38
C -2.42 1.09 0.20
H -1.42 2.12 4.79
H -2.97 1.73 4.08
H -2.19 3.25 3.68
H 0.80 1.79 3.36
H 0.63 0.84 1.86
H 0.35 2.59 1.83
H -2.13 -0.48 3.50
H -0.51 -0.72 2.81
H -0.68 0.12 4.38
*
```

Summary:
* HOMO-LUMO gap: 4.5 eV
* LUMO energy: -0.2 eV
* total energy: -45559.1636 eV
* M: 466.91 g/mol

=====

[2]
Formula: C3H4HoLiO3
Source: the OMol25 dataset
Level of theory: ωB97M-V/def2-TZVPD

Structure (ORCA input):
```
! wB97M-V def2-TZVPD RIJCOSX def2/J DEFGRID3
* xyz 3 6
C -1.76 -0.11 -0.30
C -1.64 -1.01 -1.29
H -0.94 -0.57 -2.05
H -2.55 -0.27 0.44
H -2.33 -1.85 -1.36
O 1.41 1.25 1.09
C 2.13 0.33 0.62
O 1.74 -0.73 0.11
O 3.41 0.49 0.70
Ho 1.51 3.41 1.99
Li 0.15 -1.69 0.22
H -1.12 0.77 -0.18
*
```

Summary:
* HOMO-LUMO gap (spin up / spin down): 9.6 / 3.9 eV
* LUMO energy (spin up / spin down): -12.8 / -17.6 eV
* total energy: -35285.7517 eV
* M: 259.93 g/mol

=====

[3]
Formula: C6H15NO
Source: the OMol25 dataset
Level of theory: ωB97M-V/def2-TZVPD

Structure (ORCA input):
```
! wB97M-V def2-TZVPD RIJCOSX def2/J DEFGRID3
* xyz 0 1
C 0.62 1.83 2.81
C 1.04 1.57 1.59
C 1.90 0.51 1.03
C 1.25 -0.20 -0.17
C -0.04 -0.96 0.20
N -1.06 -0.78 -0.80
C -2.16 -1.73 -0.83
H -0.06 2.63 3.08
H 0.88 1.17 3.64
H 0.65 2.21 0.80
H 2.88 0.91 0.72
H 2.32 -0.27 1.70
H 0.96 0.54 -0.93
H 2.01 -0.84 -0.62
H -0.41 -0.73 1.21
H 0.23 -2.02 0.25
H -1.42 0.17 -0.83
H -3.03 -1.25 -1.27
H -1.88 -2.57 -1.46
H -2.43 -2.08 0.18
O -0.99 0.86 -3.68
H -0.39 1.13 -2.97
H -0.88 -0.10 -3.65
*
```

Summary:
* HOMO-LUMO gap: 9.7 eV
* LUMO energy: 0.9 eV
* total energy: -10001.6294 eV
* SMILES: C=CCCCNC.O
* M: 117.19 g/mol

=====

[4]
Formula: C6H13NO
Source: the OMol25 dataset
Level of theory: ωB97M-V/def2-TZVPD

Structure (ORCA input):
```
! wB97M-V def2-TZVPD RIJCOSX def2/J DEFGRID3
* xyz 0 1
C -0.95 -1.53 0.34
C -0.04 -1.05 -0.75
C -0.15 2.10 1.38
C -0.44 -1.13 -2.20
C -0.72 -0.04 0.17
C 0.13 0.64 1.17
N 1.02 -0.04 1.76
O -1.73 0.77 -0.33
H -2.16 0.32 -1.06
H 3.25 0.22 0.14
H 1.58 0.48 2.43
H -0.51 -1.99 1.21
H -1.92 -1.91 0.05
H 1.02 -1.17 -0.57
H 3.90 0.42 -0.26
H -0.08 2.62 0.42
H -1.17 2.23 1.74
H 0.55 2.54 2.09
H -1.49 -1.35 -2.32
H 0.11 -1.93 -2.69
H -0.22 -0.20 -2.72
*
```

Summary:
* HOMO-LUMO gap: 10.0 eV
* LUMO energy: 0.9 eV
* total energy: -9968.4891 eV
* M: 115.18 g/mol

=====

[5]
Formula: C43H37N6O3PSW
Source: the OMol25 dataset
Level of theory: ωB97M-V/def2-TZVPD

Structure (ORCA input):
```
! wB97M-V def2-TZVPD RIJCOSX def2/J DEFGRID3
* xyz 0 1
W -1.11 -0.27 0.31
O -3.04 0.41 -0.37
C -3.50 1.57 -0.73
C -4.72 1.63 -1.43
C -5.25 2.84 -1.84
C -4.60 4.05 -1.55
C -3.42 4.00 -0.85
C -2.86 2.79 -0.43
C -1.69 2.82 0.42
N -1.05 1.81 0.86
N -0.12 2.17 1.85
C 0.22 1.12 2.53
O -0.22 -0.07 2.25
C 1.14 1.27 3.68
C 1.35 0.17 4.51
C 2.22 0.27 5.59
C 2.88 1.46 5.84
C 2.67 2.56 5.01
C 1.80 2.47 3.93
H -5.21 0.69 -1.66
H -6.19 2.85 -2.39
H -5.03 4.99 -1.86
H -2.90 4.92 -0.59
H -1.34 3.78 0.79
H 0.84 -0.76 4.29
H 2.38 -0.59 6.23
H 3.56 1.54 6.68
H 3.19 3.49 5.21
H 1.63 3.31 3.28
C 0.84 0.52 -5.29
C -0.62 0.16 -5.06
N -0.78 -0.98 -4.15
C -1.12 -0.86 -2.85
S -0.75 0.65 -2.07
N -1.68 -1.91 -2.30
N -1.92 -1.75 -0.96
C -2.80 -2.50 -0.44
C -3.42 -3.66 -1.15
C -3.23 -2.17 0.94
C -4.26 -2.83 1.57
C -4.67 -2.42 2.84
C -4.02 -1.36 3.43
C -2.99 -0.75 2.75
N -2.60 -1.15 1.54
H 0.92 1.33 -6.02
H 1.40 -0.34 -5.66
H 1.30 0.84 -4.35
H -1.09 -0.11 -6.00
H -1.15 1.01 -4.65
H -1.07 -1.86 -4.55
H -3.00 -3.73 -2.14
H -4.50 -3.54 -1.22
H -3.21 -4.57 -0.59
H -4.75 -3.65 1.07
H -5.48 -2.92 3.34
H -4.31 -1.01 4.42
H -2.44 0.08 3.16
O -0.72 -3.24 1.17
C -0.12 -2.20 1.00
C 1.33 -2.19 1.43
C 1.82 -3.19 2.26
C 3.16 -3.19 2.62
C 4.01 -2.20 2.13
C 3.52 -1.21 1.29
C 2.17 -1.19 0.96
P 1.32 -0.13 -0.26
C 1.93 -1.02 -1.77
C 2.91 -0.51 -2.61
C 3.35 -1.23 -3.72
C 2.82 -2.48 -3.99
C 1.86 -3.02 -3.13
C 1.43 -2.29 -2.03
C 2.21 1.47 -0.30
C 2.94 1.90 0.80
C 3.58 3.13 0.79
C 3.48 3.96 -0.32
C 2.72 3.56 -1.40
C 2.08 2.33 -1.40
H 1.14 -3.96 2.60
H 3.55 -3.96 3.28
H 5.06 -2.21 2.40
H 4.20 -0.47 0.88
H 3.35 0.46 -2.41
H 4.11 -0.81 -4.37
H 3.15 -3.04 -4.85
H 1.45 -4.00 -3.33
H 0.68 -2.73 -1.38
H 3.01 1.28 1.69
H 4.15 3.44 1.66
H 4.00 4.91 -0.33
H 2.61 4.21 -2.26
H 1.47 2.03 -2.24
*
```

Summary:
* HOMO-LUMO gap: 6.0 eV
* LUMO energy: -0.2 eV
* total energy: -82226.7454 eV
* M: 932.69 g/mol

=====

[6]
Formula: C18H72O18
Source: the OMol25 dataset
Level of theory: ωB97M-V/def2-TZVPD

Structure (ORCA input):
```
! wB97M-V def2-TZVPD RIJCOSX def2/J DEFGRID3
* xyz 0 1
C 1.48 1.66 -0.92
O 1.72 2.53 -2.06
H 0.92 2.19 -0.18
H 1.05 0.70 -1.15
H 2.46 1.58 -0.48
H 1.73 1.89 -2.80
C -3.69 3.44 1.85
O -2.76 2.53 1.22
H -3.51 4.54 1.43
H -4.76 3.15 1.71
H -3.51 3.32 2.95
H -2.66 2.89 0.30
C -2.27 4.27 -5.07
O -2.64 3.13 -4.26
H -2.35 4.04 -6.09
H -3.01 5.07 -4.87
H -1.30 4.62 -4.75
H -2.04 2.34 -4.36
C -0.06 -5.19 6.18
O 0.95 -4.21 6.34
H -0.41 -5.67 7.06
H -0.97 -4.60 5.85
H 0.23 -5.86 5.38
H 1.46 -4.33 7.15
C 3.75 4.84 -2.96
O 3.73 4.11 -1.72
H 3.64 5.94 -2.69
H 4.69 4.70 -3.61
H 2.95 4.49 -3.62
H 3.00 3.52 -1.88
C -0.10 -0.34 5.21
O 0.72 -0.67 4.07
H -0.13 -1.20 5.86
H 0.52 0.42 5.73
H -1.03 0.04 4.86
H 0.23 -1.36 3.62
C -5.78 -2.57 0.01
O -4.80 -1.92 -0.72
H -6.05 -3.52 -0.43
H -5.49 -2.68 1.05
H -6.80 -2.08 -0.04
H -4.33 -1.20 -0.28
C -1.13 4.38 -1.66
O -2.04 3.31 -1.44
H -0.52 4.17 -2.50
H -1.69 5.29 -1.77
H -0.45 4.51 -0.83
H -2.47 3.15 -2.32
C 3.61 1.09 3.04
O 2.65 0.51 2.17
H 3.11 1.83 3.76
H 4.17 0.27 3.55
H 4.28 1.62 2.33
H 2.01 0.12 2.76
C 1.82 -2.01 0.94
O 2.61 -1.17 0.04
H 2.33 -2.36 1.87
H 0.93 -1.46 1.33
H 1.45 -2.93 0.48
H 2.89 -0.46 0.68
C -1.30 -5.92 2.55
O -0.93 -4.57 2.26
H -1.39 -6.50 1.63
H -0.63 -6.34 3.25
H -2.26 -5.88 3.09
H -1.50 -4.20 1.49
C -2.37 -4.17 -1.29
O -2.32 -3.46 -0.08
H -2.33 -3.47 -2.12
H -1.45 -4.78 -1.45
H -3.29 -4.81 -1.37
H -2.98 -2.73 -0.14
C 6.79 2.15 0.30
O 5.69 3.04 0.51
H 6.65 1.47 -0.50
H 7.75 2.63 0.29
H 6.80 1.47 1.20
H 5.25 3.28 -0.31
C 4.11 -0.12 -2.34
O 2.93 -0.94 -2.46
H 3.91 0.92 -1.96
H 4.76 -0.62 -1.62
H 4.62 -0.06 -3.26
H 2.57 -0.91 -1.55
C -2.11 -0.40 -4.40
O -1.16 0.66 -4.35
H -3.05 -0.08 -3.93
H -2.38 -0.77 -5.40
H -1.73 -1.26 -3.85
H -0.24 0.32 -4.53
C 2.24 0.96 -5.16
O 1.49 0.46 -4.05
H 3.06 0.26 -5.52
H 1.54 1.04 -5.98
H 2.66 1.92 -4.88
H 1.97 -0.27 -3.63
C -3.13 -1.81 3.63
O -1.74 -2.20 3.58
H -3.06 -0.73 3.84
H -3.60 -1.85 2.64
H -3.64 -2.39 4.48
H -1.63 -3.02 3.08
C -1.83 -0.28 0.43
O -3.26 -0.21 0.50
H -1.51 -0.06 -0.52
H -1.43 0.36 1.20
H -1.48 -1.27 0.80
H -3.39 0.77 0.60
*
```

Summary:
* HOMO-LUMO gap: 10.5 eV
* LUMO energy: 0.7 eV
* total energy: -56681.4137 eV
* M: 576.76 g/mol

=====

[7]
Formula: C20H23N3O5
Source: the OMol25 dataset
Level of theory: ωB97M-V/def2-TZVPD

Structure (ORCA input):
```
! wB97M-V def2-TZVPD RIJCOSX def2/J DEFGRID3
* xyz 0 1
C -4.62 -6.64 -2.49
C -5.01 -5.17 -2.53
O -3.86 -4.33 -2.42
C -3.41 -4.09 -1.18
O -3.93 -4.53 -0.18
C -2.21 -3.23 -1.17
C -1.65 -2.72 -2.35
C -0.53 -1.93 -2.29
C 0.07 -1.62 -1.07
N 1.20 -0.81 -1.09
C 2.00 -0.44 -0.03
O 1.84 -0.74 1.13
N 3.12 0.25 -0.45
N 3.87 0.87 0.57
C 4.18 2.19 0.42
O 4.02 2.74 -0.65
C 4.77 2.83 1.65
C 3.74 2.87 2.79
C 2.41 3.35 2.28
C 2.22 4.69 1.95
C 1.03 5.13 1.43
C -0.03 4.23 1.22
O -1.16 4.77 0.69
C -2.27 3.92 0.48
C 0.15 2.90 1.54
C 1.36 2.47 2.07
C -0.49 -2.12 0.11
C -1.61 -2.91 0.05
H -3.90 -6.86 -3.27
H -5.51 -7.25 -2.64
H -4.18 -6.88 -1.52
H -5.70 -4.94 -1.71
H -5.46 -4.91 -3.49
H -2.10 -2.96 -3.30
H -0.10 -1.54 -3.21
H 1.50 -0.52 -2.00
H 3.10 0.87 -1.26
H 3.72 0.44 1.47
H 5.06 3.85 1.38
H 5.66 2.28 1.96
H 3.63 1.87 3.23
H 4.11 3.54 3.57
H 3.02 5.39 2.11
H 0.88 6.16 1.17
H -2.61 3.47 1.42
H -3.05 4.56 0.08
H -2.04 3.13 -0.24
H -0.64 2.17 1.40
H 1.47 1.42 2.32
H -0.03 -1.89 1.05
H -2.05 -3.31 0.95
*
```

Summary:
* HOMO-LUMO gap: 8.9 eV
* LUMO energy: 0.5 eV
* total energy: -35821.9695 eV
* SMILES: CCOC(=O)c1ccc(NC(=O)NNC(=O)CCc2ccc(OC)cc2)cc1
* M: 385.42 g/mol

=====

[8]
Formula: CH2Cl2NO2P
Source: the OMol25 dataset
Level of theory: ωB97M-V/def2-TZVPD

Structure (ORCA input):
```
! wB97M-V def2-TZVPD RIJCOSX def2/J DEFGRID3
* xyz 0 1
C -1.70 -2.57 0.56
N -0.05 -0.06 0.11
O -0.37 -2.71 0.17
O -1.66 -1.60 1.47
P 0.09 -1.31 1.17
Cl -2.26 -4.12 1.27
Cl -2.75 -2.23 -0.81
H -0.22 -0.03 -0.86
H 0.57 0.73 0.38
*
```

Summary:
* HOMO-LUMO gap: 10.7 eV
* LUMO energy: 0.2 eV
* total energy: -40988.7877 eV
* M: 161.91 g/mol

=====

[9]
Formula: C20H31O5RhS
Source: the OMol25 dataset
Level of theory: ωB97M-V/def2-TZVPD

Structure (ORCA input):
```
! wB97M-V def2-TZVPD RIJCOSX def2/J DEFGRID3
* xyz 0 5
O 1.30 -0.28 -1.78
C 1.67 0.98 -2.52
C 1.48 0.31 -3.88
H 2.70 1.24 -2.27
H 0.90 1.73 -2.28
C 1.22 -0.97 -3.07
H 2.39 0.28 -4.48
H 0.61 0.71 -4.42
C 2.39 -1.91 -3.29
H 3.35 -1.38 -3.09
H 2.39 -2.25 -4.34
H 2.29 -2.80 -2.64
C -0.13 -1.62 -3.28
H -0.89 -0.83 -3.35
H -0.36 -2.32 -2.47
H -0.12 -2.17 -4.23
Rh 1.67 -0.90 0.34
C -1.82 -1.01 3.73
C -1.66 0.40 3.94
C -2.51 1.09 3.01
H -1.01 0.86 4.66
C -3.20 0.09 2.23
C -2.75 -1.20 2.67
H -3.03 -2.17 2.28
H -1.30 -1.75 4.30
H -2.58 2.17 2.96
H -3.93 0.30 1.46
C 1.12 -1.98 1.99
C 0.42 -2.44 0.83
C 1.39 -2.83 -0.16
H -0.67 -2.50 0.76
C 2.70 -2.59 0.41
C 2.53 -2.06 1.73
H 3.32 -1.78 2.41
H 0.68 -1.73 2.94
H 1.18 -3.32 -1.09
H 3.67 -2.70 -0.07
O -1.46 0.72 0.19
C -2.27 0.16 -0.87
C -2.97 1.32 -1.56
H -2.96 -0.50 -0.34
H -1.71 -0.43 -1.62
C -2.01 2.51 -1.36
H -3.86 1.46 -0.94
H -3.26 1.09 -2.60
C -1.22 2.12 -0.11
H -2.59 3.43 -1.23
H -1.33 2.58 -2.21
H -1.51 2.73 0.75
H -0.14 2.29 -0.26
C 1.15 3.05 3.03
S 1.84 1.45 2.56
O 3.29 1.44 2.72
O 1.11 0.54 3.45
O 1.46 1.26 1.08
H 1.30 3.19 4.11
H 0.08 3.05 2.81
H 1.65 3.83 2.45
*
```

Summary:
* HOMO-LUMO gap (spin up / spin down): 7.0 / 5.7 eV
* LUMO energy (spin up / spin down): 0.4 / -1.8 eV
* total energy: -45315.2979 eV
* M: 486.44 g/mol

=====

[10]
Formula: C5H4O2
Source: the OMol25 dataset
Level of theory: ωB97M-V/def2-TZVPD

Structure (ORCA input):
```
! wB97M-V def2-TZVPD RIJCOSX def2/J DEFGRID3
* xyz 0 1
O 1.55 -1.36 0.62
C 0.82 -0.53 0.17
O -0.70 -1.87 -1.13
C -0.72 -0.94 -0.25
C -1.26 0.48 -0.21
C -0.24 1.45 -0.15
C 1.00 0.91 -0.05
H -1.32 -1.21 0.70
H -2.29 0.68 0.05
H -0.46 2.52 -0.18
H 1.96 1.41 -0.15
*
```

Summary:
* HOMO-LUMO gap (spin up / spin down): 6.0 / 5.8 eV
* LUMO energy (spin up / spin down): -2.5 / -2.6 eV
* total energy: -9339.4338 eV
* M: 96.08 g/mol